[1]
ORCA calculation (ωB97M-V/def2-TZVPD) on a structure of composition C4H7N4.

```
! wB97M-V def2-TZVPD RIJCOSX def2/J DEFGRID3
* xyz 1 1
C 2.08821 -0.79782 -0.09225
C 0.50485 0.27836 0.29609
C 3.15755 -0.09104 -0.08414
C -1.91896 0.25642 0.01236
N 4.17976 0.54681 0.06517
N -2.86114 -0.73775 0.06595
N -1.93058 1.51523 -0.09866
N -0.60876 -0.27316 -0.08043
H 1.82083 -1.85433 -0.37546
H 4.56942 1.16978 -0.59690
H -3.83624 -0.56485 0.06518
H -2.35423 -1.40672 0.51310
H -2.79528 2.00896 0.05703
H 0.48516 1.23424 0.73168
H -0.50058 -1.28412 -0.47874
*
```

As for the total energy: -375.24595 Eh. As for the orbital gap: 8.700 eV.

=====

[2]
ORCA calculation (ωB97M-V/def2-TZVPD) on an isolated molecule of C4H7NO2.

```
! wB97M-V def2-TZVPD RIJCOSX def2/J DEFGRID3
* xyz 0 1
C -1.79641 0.57523 -0.20142
N -1.91409 -0.58163 0.24044
O -0.74676 -1.36227 0.35093
C 0.39508 -1.07845 -0.49432
C 1.40452 -0.05793 -0.03767
C 0.48940 1.03828 0.53750
O -0.54170 1.29609 -0.49585
H -2.66560 1.12822 -0.28691
H 0.69636 -2.13341 -0.35988
H -0.30262 -0.85649 -1.40792
H 2.12510 0.13580 -1.01044
H 2.03656 -0.68973 0.67843
H -0.05106 0.54051 1.35334
H 0.87123 2.04579 1.13377
*
```

As for the total energy: -361.68090 Eh. As for the orbital gap: 10.531 eV. As for the SMILES: C1=NOCCCO1.

=====

[3]
ORCA calculation (ωB97M-V/def2-TZVPD) on a cluster of 2 separate species, C3H3Cl2NO in total.

```
! wB97M-V def2-TZVPD RIJCOSX def2/J DEFGRID3
* xyz 0 1
C -1.67632 -0.10321 -0.59602
C 0.80490 -0.76869 -0.35239
C 1.39445 0.16998 0.47554
N -2.17993 0.16008 0.49398
O 0.87355 -1.65065 -1.10960
Cl 3.20881 -0.26601 1.06599
Cl 1.55852 1.74932 -0.43669
H -2.00023 -0.10410 -1.65920
H 1.11213 0.54980 1.38665
H -3.09587 0.26347 0.73173
*
```

As for the total energy: -1166.30284 Eh. As for the orbital gap (alpha / beta): 7.284 / 7.549 eV.

=====

[4]
ORCA calculation (ωB97M-V/def2-TZVPD) on an isolated molecule of C4H9N3O.

```
! wB97M-V def2-TZVPD RIJCOSX def2/J DEFGRID3
* xyz 0 1
H 1.74917 -1.85582 0.39217
N 2.37303 -1.05043 0.64789
C 1.88951 0.08830 0.38666
N 0.74537 0.37796 -0.33545
N 0.50726 1.75154 -0.48919
C 0.02769 -0.66256 -0.86368
C -1.27697 -0.83656 -0.85321
C -2.22270 -0.32809 0.21992
O -1.58536 0.45775 1.19633
H 2.45819 1.01488 0.53059
H 0.45770 1.97552 -1.55916
H -0.41034 1.94815 -0.12088
H 0.67751 -1.27043 -1.48634
H -1.59458 -1.64179 -1.45669
H -2.65309 -1.17988 0.68574
H -3.00260 0.30821 -0.19738
H -0.88397 -0.08089 1.54046
*
```

As for the total energy: -397.23186 Eh. As for the orbital gap: 9.455 eV. As for the SMILES: [H]/N=C\N(N)/C=C\CO.

=====

[5]
ORCA calculation (ωB97M-V/def2-TZVPD) on a cluster of 2 separate species, C3H7NOS2 in total.

```
! wB97M-V def2-TZVPD RIJCOSX def2/J DEFGRID3
* xyz 0 1
C 0.67976 -0.04978 -0.44924
C -1.59414 -0.17693 0.27049
C -0.37858 -0.94721 -0.19424
N 0.88044 1.64541 1.21041
O 1.66645 0.16728 -1.06824
S -0.66870 -2.15958 -1.58490
S 2.13992 2.33370 0.44421
H -1.91382 0.35620 -0.69311
H -1.32015 0.45470 0.98723
H -2.41235 -0.86909 0.39136
H -0.20382 -1.61931 0.61618
H 1.16379 1.38565 2.14139
H 0.37127 -3.01796 -1.33215
H 1.58993 2.49692 -0.73939
*
```

As for the total energy: -1044.72120 Eh. As for the orbital gap (alpha / beta): 6.944 / 7.671 eV.

=====

[6]
ORCA calculation (ωB97M-V/def2-TZVPD) on a structure of composition C31H40N4OPb.

```
! wB97M-V def2-TZVPD RIJCOSX def2/J DEFGRID3
* xyz -2 1
Pb 0.57318 -0.62904 0.73959
N -3.54887 -1.18525 2.93854
N 0.91157 2.14757 2.98285
C -0.11039 0.26752 -2.63718
C -1.23911 0.94354 -2.08811
C -2.26535 -0.02435 -1.88972
C -3.55554 0.19402 -1.22094
H -3.88534 1.23034 -1.33924
H -3.43586 -0.01071 -0.13735
H -4.32139 -0.48771 -1.61294
C -1.75566 -1.29804 -2.25940
C -2.44887 -2.58981 -2.09516
H -3.02933 -2.84074 -2.99896
H -3.14259 -2.56228 -1.24600
H -1.73626 -3.40516 -1.91654
C -0.44959 -1.10904 -2.77842
C 0.38124 -2.16916 -3.38995
H 0.42857 -3.06389 -2.75320
H 1.40192 -1.81792 -3.57300
H -0.03494 -2.48561 -4.36147
C -1.30413 2.38122 -1.72836
H -1.77006 2.96928 -2.53995
H -0.30459 2.80867 -1.55373
H -1.89363 2.54744 -0.81354
C 1.15566 0.90361 -3.07465
H 1.99574 0.19322 -3.06158
H 1.43049 1.75046 -2.42862
H 1.06807 1.29596 -4.10540
C -3.80520 -1.73490 4.15161
H -4.81380 -2.13397 4.35173
C -2.86497 -1.92193 5.19716
H -3.12115 -2.47327 6.11481
C -1.58745 -1.41295 4.94435
H -0.82971 -1.43196 5.75042
C -1.26941 -0.95474 3.61393
H -0.34278 -0.36758 3.38844
C -2.24438 -1.06161 2.52083
C -2.06752 -0.99477 1.00571
H -1.87169 0.18426 1.05208
C 1.28119 1.60380 1.80185
C 0.76217 3.50615 2.85405
H -0.00722 4.09184 3.33481
C 1.76472 3.85393 1.94383
H 2.22862 4.80729 1.88988
N 2.09094 2.66348 1.22122
C 2.94527 2.66829 0.06631
C 2.95883 3.84805 -0.72574
C 3.86909 3.99625 -1.79923
H 3.84159 4.92287 -2.38557
C 4.73069 2.96116 -2.16200
C 5.66821 3.11619 -3.32974
H 5.76639 2.16320 -3.86767
H 6.67758 3.43753 -3.02312
H 5.27822 3.86983 -4.02610
C 4.69016 1.76818 -1.42490
H 5.33135 0.93357 -1.73462
C 3.83632 1.61621 -0.30629
C 3.88453 0.32158 0.45875
H 3.55935 0.42857 1.50051
H 4.90860 -0.08240 0.46954
H 3.28027 -0.46355 -0.03483
C 1.94413 4.92268 -0.51897
H 2.08035 5.51167 0.39617
H 0.92377 4.50961 -0.53406
H 2.04587 5.66315 -1.31854
C -3.74552 -3.93448 1.41753
N -2.44844 -4.52437 1.77223
C -2.39838 -5.93219 2.14566
C -1.24140 -3.99969 1.41796
O -1.03981 -2.99744 0.69539
H -4.49042 -4.33153 2.12481
H -4.06196 -4.21428 0.39664
H -3.71770 -2.84635 1.51541
H -1.92214 -6.53254 1.35324
H -1.76848 -6.04472 3.03807
H -3.39194 -6.34383 2.34589
H -0.41171 -4.58846 1.88297
*
```

As for the total energy: -1692.01386 Eh. As for the orbital gap (alpha / beta): 3.736 / 3.737 eV.

=====

[7]
ORCA calculation (ωB97M-V/def2-TZVPD) on a structure of composition C21H15AsAuCl2O3Ti.

```
! wB97M-V def2-TZVPD RIJCOSX def2/J DEFGRID3
* xyz 4 4
Ti 0.51466 0.98830 -6.92660
Au 0.20679 -0.63093 -1.36582
Cl -0.65278 1.17803 -5.13651
Cl 1.32417 0.52562 -2.97282
C -0.53241 -1.60569 0.08773
C -0.18024 1.49911 -8.65992
C 0.63661 -0.81281 -7.67719
O -1.33620 -2.16276 0.73939
O -0.53697 1.74827 -9.76486
O 0.53390 -1.86002 -8.18558
C 0.39564 5.74998 4.60785
C 1.25654 5.52967 3.52026
C 1.12729 4.38315 2.72477
C 0.11172 3.47023 3.01925
C -0.74075 3.66376 4.09523
C -0.61018 4.79699 4.89051
As 0.13778 1.77965 1.94126
C 1.82201 1.07627 2.66769
C 2.89042 0.95136 1.76393
C 4.17171 0.69214 2.24895
C 4.41144 0.49362 3.61349
C 3.32114 0.55987 4.49132
C 2.02724 0.89584 4.03183
C -1.33368 0.96265 2.92213
C -1.18654 0.01596 3.92675
C -2.32573 -0.47033 4.58686
C -3.61645 -0.10900 4.15757
C -3.75356 0.73665 3.04907
C -2.61732 1.24465 2.40428
H 0.51808 6.63468 5.23613
H 2.06578 6.24113 3.29310
H 1.82539 4.15716 1.91547
H -1.47295 2.88181 4.32372
H -1.27182 4.93255 5.74816
H 2.71013 1.13957 0.70823
H 5.01442 0.69425 1.56702
H 5.42584 0.30296 3.99879
H 3.47122 0.42711 5.56790
H 1.22238 1.11075 4.75429
H -0.19040 -0.35375 4.16705
H -2.19783 -1.12850 5.45039
H -4.50276 -0.50833 4.67015
H -4.74970 0.99369 2.66104
H -2.70833 1.84110 1.49064
*
```

As for the expectation value of S²: 3.840. As for the total energy: -5174.53054 Eh. As for the orbital gap (alpha / beta): 3.020 / 3.186 eV.

=====

[8]
ORCA calculation (ωB97M-V/def2-TZVPD) on a cluster of 2 separate species, C6H12O in total.

```
! wB97M-V def2-TZVPD RIJCOSX def2/J DEFGRID3
* xyz 0 1
C -1.06504 0.00604 -1.89477
C -0.59500 0.07127 -0.44204
O -1.65762 0.08450 0.47423
C 0.23861 -1.06677 0.04355
C 0.93274 -0.61682 1.35061
C 0.94367 0.93142 1.27861
C 0.51804 1.17620 -0.17674
H -1.74226 -0.84424 -2.04090
H -0.21806 -0.10190 -2.58465
H -1.61355 0.91650 -2.16221
H -1.66709 -1.06628 0.66356
H -0.86420 -1.94628 0.43408
H 0.93846 -1.44060 -0.72399
H 0.33444 -0.98575 2.18321
H 1.93923 -1.03839 1.44453
H 1.91352 1.37223 1.54767
H 0.18718 1.35188 1.94533
H 1.39203 1.06443 -0.85330
H 0.06791 2.13981 -0.38532
*
```

As for the total energy: -310.96239 Eh. As for the orbital gap: 10.713 eV.